# CH2O2S

One molecule with the formula CH2O2S in a non-equilibrium geometry (ωB97M-V/def2-TZVPD, the OMol25 dataset).

Values from the calculation:
E_HOMO   -0.3767 Ha
HOMO-LUMO gap   10.482 eV
Max |F|   3.42 eV/Å
M   78.1 Da
Relative energy (zero: lowest compared OMol25 entry of this formula, charge and spin)   9.9 kcal/mol
DFT total energy   -587.97107 Ha
Structure (SMILES)   O=C(O)S

Cartesian coordinates (Å):
1 S -0.9059 -0.8856 -0.0823
2 O 0.4088 1.3052 -0.7950
3 O 1.2094 0.2351 0.9340
4 C 0.4045 0.3546 0.0982
5 H -0.2069 1.1150 -1.5867
6 H -0.6713 -1.3949 1.2013

Cartesian forces (eV/Å) of the 3 atoms listed first:
S 0.0 -0.3 1.2
O -1.2 0.9 -3.1
O 1.7 0.4 1.8


# CH2O2S

One molecule with the formula CH2O2S in a non-equilibrium geometry (ωB97M-V/def2-TZVPD, the OMol25 dataset).

Values from the calculation:
E_HOMO   -0.3323 Ha
HOMO-LUMO gap   9.344 eV
Max |F|   5.42 eV/Å
M   78.1 Da
Relative energy (zero: lowest compared OMol25 entry of this formula, charge and spin)   49.9 kcal/mol
DFT total energy   -587.90729 Ha

Cartesian coordinates (Å):
1 S -0.1472 0.3584 -1.3528
2 O -1.4116 0.5669 -0.6765
3 O 0.0379 -0.2445 1.1646
4 C 0.6374 -0.1528 -0.0049
5 H 1.7414 -0.5612 0.0193
6 H -0.8579 0.0332 0.8502

Cartesian forces (eV/Å) of the 3 atoms listed first:
S 2.9 -0.9 0.4
O -4.6 1.2 0.6
O -0.1 0.3 -1.4


# CH2O2S

One molecule with the formula CH2O2S in a non-equilibrium geometry (ωB97M-V/def2-TZVPD, the OMol25 dataset).

Values from the calculation:
E_HOMO   -0.3440 Ha
HOMO-LUMO gap   8.845 eV
Max |F|   6.34 eV/Å
M   78.1 Da
Relative energy (zero: lowest compared OMol25 entry of this formula, charge and spin)   124.0 kcal/mol
DFT total energy   -587.78917 Ha
Structure (SMILES)   OOC=S

Cartesian coordinates (Å):
1 S -2.3779 -0.0670 -0.1316
2 O 0.2361 0.8199 -0.0169
3 O 1.4586 0.2565 -0.0045
4 C -0.8826 -0.4527 0.1276
5 H 2.0012 0.8775 -0.3085
6 H -0.4354 -1.4343 0.3340

Cartesian forces (eV/Å) of the 3 atoms listed first:
S 0.1 0.0 0.2
O -5.5 -2.1 0.4
O -0.5 -5.9 2.3


# CH2O2S

One molecule with the formula CH2O2S in a non-equilibrium geometry (ωB97M-V/def2-TZVPD, the OMol25 dataset).

Values from the calculation:
E_HOMO   -0.3328 Ha
HOMO-LUMO gap   9.466 eV
Max |F|   5.27 eV/Å
M   78.1 Da
Relative energy (zero: lowest compared OMol25 entry of this formula, charge and spin)   17.7 kcal/mol
DFT total energy   -587.95851 Ha
Structure (SMILES)   OC(O)=S

Cartesian coordinates (Å):
1 S 1.3592 -0.7347 -0.6126
2 O -0.9847 0.2045 -0.6872
3 O -0.1590 0.4950 1.2253
4 C 0.0260 0.0190 0.0558
5 H -0.7883 -0.0145 -1.7081
6 H 0.5468 0.0307 1.7268

Cartesian forces (eV/Å) of the 3 atoms listed first:
S 0.2 0.1 0.9
O -2.7 0.6 -4.5
O 0.7 -0.5 2.4